No. 1
C2H5NO | ωB97M-V with the def2-TZVPD basis set

highest occupied orbital energy: -10.1646 eV
largest force on an atom: 5.15 eV/Å
net charge: 0
spin multiplicity: 1

Geometry as XYZ:
```
9
Properties=species:S:1:pos:R:3:forces:R:3
C -1.839561 -0.755314 0.409594 -1.53 1.95 -3.10
N -2.006003 0.516556 0.062615 0.27 -2.18 4.66
H -1.431984 -1.394182 -0.428009 -0.20 0.42 1.15
H -2.424792 -1.281222 1.193392 1.02 0.53 0.11
H -2.383155 0.968327 1.018675 0.46 -0.76 -2.82
C 1.713899 -0.185855 -0.638765 1.73 1.66 1.55
O 2.260936 0.604386 0.151747 -1.50 -2.37 -2.16
H 2.223960 -1.139742 -0.984600 -0.39 0.81 0.44
H 0.724476 0.042853 -1.076706 0.14 -0.06 0.18
```
Positions in Å, forces in eV/Å.

Here are the Mulliken charges for atoms 1 to 6, given in e: -0.28 -0.44 0.24 0.26 0.24 -0.03

No. 2
C41H41NO2P2PtS2 | ωB97M-V with the def2-TZVPD basis set

highest occupied orbital energy (alpha / beta): -12.3975 / -13.4505 eV
largest force on an atom: 0.46 eV/Å
net charge: +2
spin multiplicity: 3

Geometry as XYZ:
```
90
Properties=species:S:1:pos:R:3:forces:R:3
Pt 0.247218 -0.044581 0.370580 0.09 -0.37 0.04
O 1.413637 -0.204050 -1.705258 -0.18 0.20 -0.18
S 1.631210 0.536460 -3.011670 0.11 -0.25 0.11
C 3.002418 1.673086 -2.683028 0.03 0.05 0.01
C 2.663311 2.871126 -1.801253 0.02 -0.05 0.02
C 3.835880 3.347798 -0.942266 -0.01 0.00 0.02
C 4.197060 2.431342 0.221305 0.04 0.00 -0.08
S 2.933653 2.119141 1.474409 0.01 -0.22 0.08
O 1.862909 1.334786 0.745999 -0.03 0.11 0.00
C 2.289712 3.753029 1.707450 -0.11 0.06 0.03
C 1.058821 4.101260 1.175431 0.02 0.09 0.02
C 0.582864 5.388534 1.389429 -0.01 -0.03 -0.02
C 1.329193 6.296550 2.126512 0.02 -0.01 0.01
C 2.556281 5.926070 2.664378 -0.01 0.00 -0.01
C 3.041338 4.643434 2.464996 -0.01 0.01 -0.03
C 0.328655 1.731052 -3.227928 -0.08 0.01 0.04
C -0.519312 2.044903 -2.181867 -0.03 0.07 -0.08
C -1.523709 2.982134 -2.379942 0.01 -0.03 0.00
C -1.665422 3.593942 -3.619330 0.01 -0.01 -0.01
C -0.809051 3.266757 -4.664140 -0.02 0.01 0.03
C 0.191145 2.324314 -4.474937 0.01 -0.01 -0.02
H 3.389046 1.966229 -3.661343 0.02 0.02 0.02
H 3.733964 1.001093 -2.227575 0.03 0.03 -0.02
H 1.836696 2.611910 -1.145363 -0.03 0.01 0.00
H 2.318165 3.694115 -2.427309 0.02 0.00 -0.02
H 3.603644 4.340237 -0.552509 0.02 0.00 0.02
H 4.738057 3.461810 -1.549596 -0.01 0.02 -0.02
H 5.041860 2.829498 0.789231 0.01 0.00 -0.01
H 4.467442 1.419946 -0.094271 0.03 0.02 -0.01
H 0.483020 3.379701 0.610489 0.01 -0.01 0.00
H -0.373387 5.682565 0.977376 0.00 0.00 0.01
H 0.950981 7.296259 2.291977 0.00 0.00 -0.01
H 3.130763 6.633405 3.246640 0.00 0.00 0.00
H 3.991432 4.345907 2.894089 -0.01 -0.01 0.01
H -0.396505 1.537346 -1.225562 -0.10 0.17 -0.10
H -2.198542 3.230330 -1.569956 0.00 0.01 -0.01
H -2.448871 4.323199 -3.776640 0.00 0.00 0.01
H -0.925047 3.740305 -5.629610 0.00 0.00 0.00
H 0.850647 2.055247 -5.292503 -0.01 -0.02 0.01
C -2.256917 -3.887376 0.280516 0.03 0.05 0.10
N -1.272650 -2.803184 0.506912 -0.17 0.01 -0.43
P -1.484662 -1.241632 -0.281356 0.30 0.05 0.00
C -3.155117 -0.774644 0.172723 -0.04 0.02 0.11
C -4.281052 -1.245427 -0.507396 -0.01 -0.01 0.04
C -5.548182 -0.915443 -0.054356 0.02 0.00 0.00
C -5.699446 -0.116178 1.072036 0.00 0.00 0.00
C -4.585146 0.372903 1.740380 0.01 -0.01 -0.02
C -3.315282 0.048349 1.289964 -0.04 0.06 -0.05
C -1.503540 -1.640100 -2.036049 -0.07 0.00 -0.02
C -0.758262 -2.695579 -2.556391 0.02 0.00 -0.03
C -0.669860 -2.874953 -3.927576 -0.02 0.01 0.01
C -1.313424 -1.992884 -4.785940 0.01 0.00 0.00
C -2.052363 -0.935844 -4.273328 0.00 0.01 0.00
C -2.151117 -0.757658 -2.901778 -0.01 -0.03 -0.02
P 0.262065 -3.181123 0.990102 -0.07 0.07 0.17
C 0.182009 -4.697616 1.925689 0.08 -0.05 -0.02
C 0.855553 -5.826698 1.467273 -0.03 -0.07 0.03
C 0.806931 -6.996014 2.214146 -0.01 0.03 -0.01
C 0.091892 -7.025307 3.401644 -0.01 0.02 0.01
C -0.578296 -5.892492 3.857863 0.00 -0.02 0.00
C -0.535073 -4.720204 3.126370 0.04 -0.07 0.02
C 0.881599 -1.850693 2.017448 0.17 0.04 0.11
C 0.015788 -0.976731 2.705638 0.01 0.01 0.20
C 0.555114 -0.088431 3.645146 -0.09 -0.02 -0.04
C 1.913474 -0.067084 3.881900 0.09 -0.03 -0.01
C 2.768390 -0.936113 3.196919 -0.03 0.07 0.05
C 2.264431 -1.818077 2.265877 -0.06 -0.04 0.00
H -2.958376 -3.580248 -0.489151 0.02 -0.01 -0.02
H -2.797497 -4.089210 1.203903 -0.02 0.01 0.00
H -1.759378 -4.800222 -0.041917 0.00 -0.01 -0.01
H -4.172542 -1.852609 -1.397432 0.00 -0.01 0.01
H -6.419201 -1.279445 -0.582309 0.00 0.00 0.00
H -6.691406 0.136468 1.422326 0.00 0.00 0.00
H -4.706568 1.013642 2.603300 0.00 0.00 0.00
H -2.442935 0.460102 1.784613 0.01 -0.02 0.00
H -0.233988 -3.382349 -1.902915 0.01 0.01 0.01
H -0.099014 -3.702130 -4.327343 0.00 0.00 0.00
H -1.241302 -2.133083 -5.856323 -0.01 0.00 0.00
H -2.555935 -0.248695 -4.940443 0.00 0.00 0.00
H -2.731407 0.069872 -2.512104 0.02 0.00 0.00
H 1.411574 -5.799589 0.538216 0.00 0.02 0.00
H 1.326554 -7.878596 1.867705 0.00 0.00 0.01
H 0.056723 -7.936260 3.983972 0.00 0.00 0.00
H -1.129149 -5.924994 4.788063 0.00 -0.01 0.00
H -1.047394 -3.835783 3.487377 0.01 0.00 -0.01
H -1.055813 -1.115015 2.656127 -0.01 0.02 -0.03
H -0.108773 0.556961 4.205218 0.00 0.00 -0.01
H 2.318150 0.613540 4.619361 0.01 -0.01 0.00
H 3.830073 -0.926118 3.404198 0.00 0.01 0.00
H 2.929575 -2.496194 1.744748 -0.02 0.00 -0.02
```
Positions in Å, forces in eV/Å.

Here are the Mulliken charges for atoms 1 to 6, given in e: 1.57 -0.38 -0.12 -0.90 0.67 -1.26

No. 3
C12H13BrCl3N3O2PSiW | ωB97M-V with the def2-TZVPD basis set

highest occupied orbital energy (alpha / beta): -11.7666 / -12.8390 eV
largest force on an atom: 0.47 eV/Å
net charge: +1
spin multiplicity: 3

Geometry as XYZ:
```
37
Properties=species:S:1:pos:R:3:forces:R:3
W -0.923068 -0.478313 -0.300394 -0.04 0.16 -0.07
Br -4.528313 0.700293 0.489409 -0.04 0.04 0.07
C -3.000144 1.000114 -2.454589 0.10 0.05 -0.08
C -2.341286 0.319154 -3.637985 0.01 -0.02 -0.02
C -1.970271 1.221588 -4.752007 -0.02 -0.01 0.03
C -1.738173 2.510933 -4.494473 0.02 0.01 0.03
C -1.672032 2.967968 -3.109943 0.01 0.01 -0.02
C -2.188860 2.237239 -2.117975 -0.18 -0.07 -0.04
C -1.722388 2.521443 -0.734238 0.47 -0.06 -0.03
O -1.762979 3.545987 -0.139200 -0.20 0.05 0.04
O -1.006757 1.444994 -0.235584 -0.10 -0.02 0.13
H -2.862892 -0.579881 -3.952322 0.00 0.00 0.01
H -1.918508 0.809824 -5.749834 0.00 0.00 0.00
H -1.501053 3.201310 -5.292243 0.00 0.00 0.01
H -1.107330 3.863168 -2.879490 -0.01 0.00 0.00
N 2.516987 -5.859757 0.451200 0.01 -0.01 -0.01
C 1.645763 -5.229759 0.040835 0.03 0.10 0.13
N 0.616370 -4.556531 -0.444548 -0.07 -0.22 -0.32
C 0.172874 -3.430727 -0.395096 -0.12 0.12 0.25
N -0.392877 -2.364765 -0.382886 0.26 -0.09 -0.04
C -1.503142 0.962485 2.991744 -0.01 0.01 0.01
P -1.091847 -0.605706 2.202594 0.00 0.01 -0.04
C -2.308020 -1.821480 2.753133 0.00 -0.01 0.05
C 0.499993 -1.117638 2.896096 0.00 -0.03 0.05
H -1.424603 0.852390 4.074122 -0.02 0.02 0.00
H -2.519137 1.249154 2.725713 -0.01 0.01 -0.01
H -0.823082 1.741007 2.647797 0.00 -0.01 0.00
H -2.329448 -1.848266 3.843544 0.00 -0.02 0.00
H -2.046070 -2.807839 2.371706 0.00 -0.01 0.00
H -3.295688 -1.547331 2.382554 0.01 0.01 0.00
H 0.412866 -1.201115 3.980524 0.01 0.00 0.00
H 1.267672 -0.380222 2.661670 0.00 0.00 0.00
H 0.798544 -2.083933 2.490550 -0.01 0.00 0.00
Cl -4.647068 1.465485 -3.021150 -0.03 0.02 -0.01
Si -3.257639 -0.252507 -1.032775 -0.11 -0.03 0.05
Cl -0.704768 -0.400631 -2.886550 -0.03 -0.03 -0.12
Cl -4.185711 -1.894445 -1.796813 0.04 -0.01 0.00
```
Positions in Å, forces in eV/Å.

Here are the Mulliken charges for atoms 1 to 6, given in e: 1.02 -0.23 0.13 -0.21 -0.69 -0.41

No. 4
C42H51N7O5S | ωB97M-V with the def2-TZVPD basis set

highest occupied orbital energy: -8.0876 eV
largest force on an atom: 3.81 eV/Å
net charge: 0
spin multiplicity: 1

Geometry as XYZ:
```
106
Properties=species:S:1:pos:R:3:forces:R:3
C 2.676236 -3.792532 2.814890 0.17 0.43 0.29
C 2.631635 -2.902579 2.015842 -0.14 0.05 0.30
C 2.465122 -1.868726 1.005480 0.14 -1.37 -0.92
C 3.817920 -1.735570 0.206228 -0.85 0.25 -0.26
O 4.548021 -2.937607 0.227180 0.52 0.25 0.37
O 4.192250 -3.768382 -0.864308 -0.33 0.04 -0.39
C 1.354660 -2.375779 0.029475 -1.07 0.72 -0.07
C 0.547055 -1.161944 -0.455760 0.46 -0.46 0.68
C -0.155685 -0.596152 0.797876 -0.14 -0.12 -0.46
C -1.573138 -0.067666 0.554839 0.04 -0.52 -0.38
C -2.587348 -1.157139 0.873306 -0.07 1.53 0.66
C -3.628956 -0.905459 1.773936 0.55 -0.19 -0.50
C -4.510619 -1.918357 2.067529 -0.78 -0.26 0.67
C -4.407356 -3.195187 1.515138 0.24 0.23 -0.17
C -3.390154 -3.419694 0.611265 0.26 0.19 -0.04
C -2.499052 -2.390300 0.304477 0.03 -1.45 -0.60
O 0.738980 0.408043 1.336595 0.58 -0.64 -0.53
S 2.071572 -0.305008 1.899543 0.78 1.92 3.20
O 1.819862 -0.627642 3.270965 -0.85 -0.94 -0.40
O 3.137810 0.645380 1.792060 -0.05 -0.14 -1.63
H 2.787964 -4.383577 3.690461 -0.04 -0.36 -0.12
H 3.531624 -1.504996 -0.820727 0.22 0.23 -0.06
H 4.446860 -0.943200 0.602852 0.09 -0.13 0.17
H 3.545329 -4.386194 -0.489444 0.13 0.00 0.21
H 1.749042 -2.957168 -0.799583 0.42 0.10 0.06
H 0.638473 -3.008238 0.552071 0.26 -0.24 0.18
H 1.297170 -0.440245 -0.785318 -0.48 0.37 -0.48
H -0.153741 -1.407866 -1.245865 0.06 0.01 -0.15
H -0.216122 -1.388119 1.549253 -0.14 0.03 0.10
H -1.788088 0.838809 1.114667 0.12 0.03 0.09
H -1.675966 0.129563 -0.514718 0.05 0.44 0.04
H -3.711098 0.072876 2.224838 -0.11 0.02 0.09
H -5.300740 -1.719901 2.782092 -0.06 -0.05 -0.01
H -5.087356 -3.996707 1.760728 -0.16 0.10 0.14
H -3.246386 -4.379963 0.137546 -0.12 -0.09 0.02
H -1.724878 -2.636384 -0.408472 0.14 0.17 -0.07
C 5.711273 -1.159461 -5.306268 -0.04 0.02 -0.09
C 4.304522 -1.325067 -5.425300 -0.02 -0.01 0.03
C 3.835863 -1.702750 -4.194937 -0.01 -0.02 0.08
N 4.904365 -1.772381 -3.340997 -0.03 0.12 -0.08
C 6.048735 -1.438583 -4.009672 0.06 -0.07 0.05
H 6.396349 -0.863353 -6.082218 0.00 0.04 0.01
H 3.707473 -1.182905 -6.310708 0.00 0.00 0.00
H 2.838489 -1.926939 -3.854621 0.00 -0.02 -0.03
H 4.853044 -2.029872 -2.373172 0.08 -0.18 -0.05
H 7.001459 -1.426609 -3.507599 0.00 0.06 -0.02
C 7.910459 1.192606 -2.100347 -0.01 0.00 0.01
C 9.248947 1.610910 -2.327440 0.00 0.06 0.10
C 10.050706 0.891180 -1.482472 0.02 0.03 0.07
N 9.249657 0.056243 -0.751609 -0.01 -0.03 -0.07
C 7.944422 0.231588 -1.124834 0.00 -0.02 0.02
H 7.025876 1.554502 -2.597364 0.01 -0.02 -0.02
H 9.583779 2.353697 -3.031772 -0.01 -0.02 -0.02
H 11.117730 0.900405 -1.338971 0.00 0.02 -0.01
H 9.569744 -0.584901 -0.050037 0.00 0.00 0.00
H 7.156315 -0.340232 -0.664297 -0.01 0.02 0.01
C -10.203048 0.207357 3.674327 0.02 0.03 0.00
C -9.455139 0.154734 2.466642 -0.01 0.00 -0.03
C -8.155674 -0.112219 2.803660 0.09 0.01 0.10
N -8.085534 -0.218147 4.166933 -0.07 -0.02 -0.05
C -9.331780 -0.029797 4.704529 0.07 0.00 0.11
H -11.258489 0.397108 3.774367 0.00 -0.01 0.00
H -9.828565 0.296899 1.466273 0.01 0.00 0.00
H -7.276696 -0.231367 2.194996 0.01 0.09 0.00
H -7.251399 -0.404813 4.692529 -0.01 0.00 0.01
H -9.488300 -0.078764 5.769168 -0.04 -0.02 -0.01
C 9.904566 -0.353228 -5.066666 0.00 -0.08 -0.03
C 10.620711 0.573670 -5.872721 0.00 0.00 -0.01
C 10.338313 0.282104 -7.180778 0.00 -0.01 -0.04
N 9.481983 -0.785610 -7.197355 0.00 0.07 0.05
C 9.210753 -1.174323 -5.912593 0.02 -0.11 -0.05
H 9.898992 -0.406617 -3.991727 -0.02 0.03 0.00
H 11.268124 1.363873 -5.530150 0.00 0.00 0.00
H 10.670825 0.739890 -8.096720 0.01 0.01 0.01
H 9.109852 -1.216047 -8.023018 0.00 0.00 0.00
H 8.549473 -2.000247 -5.712285 0.02 -0.01 0.01
C 0.329807 5.982556 1.371626 0.01 0.01 0.01
C 1.115284 5.160549 2.225880 0.00 -0.01 0.02
C 1.123151 3.900714 1.690123 -0.05 -0.02 -0.04
N 0.372030 3.931258 0.546330 -0.01 0.02 0.02
C -0.112719 5.195669 0.343343 -0.04 -0.04 -0.04
H 0.116751 7.030816 1.498405 0.00 0.00 0.00
H 1.616614 5.461168 3.130538 0.00 0.00 0.00
H 1.593639 2.989011 2.012448 0.06 0.00 0.04
H 0.205059 3.144421 -0.052129 0.05 -0.01 0.00
H -0.726493 5.424174 -0.511229 0.00 0.02 0.01
C -8.200134 -1.191759 -1.551786 -0.07 0.03 0.07
C -7.459986 -1.229243 -2.760921 0.02 0.00 -0.06
C -6.159887 -1.499547 -2.432343 0.40 -0.08 0.05
N -6.075657 -1.629819 -1.071233 -0.59 0.15 0.01
C -7.321975 -1.440000 -0.532732 0.15 -0.03 0.08
H -9.254988 -1.002015 -1.442553 0.00 -0.01 0.00
H -7.838073 -1.074796 -3.757588 0.01 -0.01 0.00
H -5.285545 -1.612243 -3.051086 -0.02 0.01 -0.02
H -5.265641 -1.820489 -0.509686 0.19 -0.05 -0.19
H -7.474373 -1.498350 0.530032 -0.06 -0.07 -0.01
C -8.483213 5.381482 5.907861 0.01 0.01 -0.02
C -8.195440 4.618418 7.070976 0.02 0.00 0.03
C -8.306474 3.296888 6.727325 -0.03 -0.06 -0.04
N -8.652704 3.232400 5.406187 0.07 0.03 -0.03
C -8.758333 4.496645 4.898558 -0.02 -0.03 -0.01
H -8.486762 6.455231 5.822436 0.00 0.00 0.00
H -7.936725 4.996240 8.046026 0.00 0.00 0.00
H -8.170036 2.400500 7.308515 -0.01 0.02 0.02
H -8.806058 2.383473 4.888154 -0.07 -0.01 -0.02
H -9.020195 4.657759 3.866824 -0.01 0.01 0.01
```
Positions in Å, forces in eV/Å.

Here are the Mulliken charges for atoms 1 to 6, given in e: -0.20 -2.15 2.17 -0.63 -0.21 -0.38